Record 1
C37H40AsGdNP2 | the ωB97M-V functional and the def2-TZVPD basis

## Properties
LUMO (alpha / beta)	-2.36 / -5.43	eV
HOMO-LUMO gap (alpha / beta)	0.213 / 0.185	Ha
multiplicity	8
expectation value of S²	16.110
E_HOMO (alpha / beta)	-0.2996 / -0.3842	Eh
charge	+1

Atoms and positions in Å:
C 4.85190 -0.79686 2.59987
C 4.30070 -0.75809 1.32376
C 3.79848 -1.97163 0.75524
C 3.81310 -3.18644 1.52978
C 4.37319 -3.15370 2.83116
C 4.90125 -1.98438 3.34945
C 3.18625 -4.31277 0.98850
C 2.61919 -4.28707 -0.28926
C 2.66289 -3.04708 -1.01768
C 1.99300 -2.94162 -2.27657
C 1.34566 -4.05824 -2.79328
C 1.31184 -5.27413 -2.09135
C 1.92238 -5.38134 -0.85526
H 5.24031 0.12351 3.04481
H 4.38018 -4.07077 3.42403
H 5.33093 -1.97314 4.35147
H 3.12959 -5.21875 1.57362
H 0.82003 -3.98795 -3.75064
H 0.77901 -6.12480 -2.51181
H 1.88003 -6.31961 -0.29857
N 3.19484 -1.94167 -0.45217
Gd 0.39469 -0.42858 0.49927
C 4.15460 0.52794 0.54117
H 4.25293 0.32192 -0.53898
H 4.90762 1.25796 0.86520
C 1.98727 -1.60495 -2.97449
H 2.95086 -1.08866 -2.83230
H 1.82596 -1.74118 -4.04991
P 2.49358 1.33473 0.73904
P 0.69880 -0.43288 -2.31556
C -0.81633 -1.10876 -3.08452
H -1.65727 -0.43354 -2.88218
H -0.70058 -1.20782 -4.17302
H -1.03576 -2.09786 -2.66384
C 1.00610 1.05953 -3.32089
H 0.96774 0.84401 -4.39657
H 0.24172 1.81379 -3.09512
H 1.99897 1.46567 -3.09298
C 2.48031 1.77143 2.51669
H 3.38305 2.34586 2.75828
H 1.58466 2.37142 2.73187
H 2.44948 0.85898 3.12819
C 2.67493 2.90961 -0.11974
H 1.75449 3.49344 -0.02290
H 3.50498 3.47972 0.30833
H 2.86983 2.73895 -1.18360
H 0.82478 -2.10454 1.08623
H -0.22795 0.39550 2.09733
C -3.83860 2.85620 4.34846
C -3.46568 1.51842 4.21166
C -3.06465 0.99732 2.97522
C -2.99529 1.84145 1.84929
C -3.39448 3.18342 1.96853
C -3.80331 3.67508 3.22256
As -2.14436 1.08018 0.24974
C -3.50697 -0.35687 -0.08557
C -3.00925 -1.67592 -0.14247
C -3.90605 -2.74521 -0.23786
C -5.29055 -2.51739 -0.26465
C -5.77399 -1.20621 -0.18570
C -4.88726 -0.11780 -0.09140
C -2.09845 2.70220 -0.90882
C -2.80337 2.80759 -2.11760
C -2.59713 3.93447 -2.93566
C -1.68936 4.93010 -2.56232
C -0.97068 4.80401 -1.36801
C -1.18203 3.69971 -0.52874
H -4.13761 3.25123 5.32403
H -3.47966 0.87238 5.08717
H -2.75562 -0.03952 2.90296
H -3.37726 3.85755 1.11999
H -4.07748 4.72339 3.32072
H -1.92534 -1.87438 -0.09756
H -3.52334 -3.76285 -0.27921
H -5.98448 -3.35616 -0.32359
H -6.85048 -1.02124 -0.18014
H -5.27978 0.89806 -0.01141
H -3.49326 2.02067 -2.42758
H -3.13055 4.00742 -3.88498
H -1.51752 5.78797 -3.21713
H -0.22521 5.54866 -1.09558
H -0.62512 3.60090 0.40553

---

Record 2
C37H40N2 | the ωB97M-V functional and the def2-TZVPD basis

## Properties
structure (SMILES)	Cc1cc(C)c([C@H](C)C[C@H](c2c(C)cc(C)cc2C)[C@H](C#N)N=C(c2ccccc2)c2ccccc2)c(C)c1
LUMO	-0.11	eV
energy relative to the best compared isomer or geometry (same formula, charge and spin)	0.000	eV
HOMO-LUMO gap	0.299	Ha
E_HOMO	-0.3028	Eh
charge	0

Atoms and positions in Å:
C 4.53780 0.70616 -2.89815
C 3.44457 -0.30317 -2.75020
C 2.13419 0.01345 -3.09695
C 1.10274 -0.91188 -2.93150
C -0.24036 -0.49602 -3.49318
C 1.34332 -2.13905 -2.28794
C 0.19175 -3.05423 -1.90350
C -0.33570 -3.86935 -3.13937
C -0.90232 -2.34812 -1.04591
C -0.32474 -1.42679 0.14356
C -1.18381 -1.55883 1.35929
C -0.53706 -1.99591 2.49594
C 0.88261 -2.48274 2.46015
C -1.23479 -1.98895 3.69093
C -2.59200 -1.65049 3.69419
C -3.35965 -1.69185 4.97648
C -3.21867 -1.23752 2.51634
C -2.53455 -1.17756 1.31317
C -3.21354 -0.78003 0.04271
C 0.04844 -0.06091 -0.20323
C 1.29425 0.23130 0.48602
N 2.37237 0.58842 0.77356
N -0.94158 1.05990 0.10494
C -0.67617 2.29146 0.40186
C 0.14408 2.60357 1.64092
C 0.95778 3.73889 1.73903
C 1.61418 4.02272 2.92763
C 1.48592 3.16798 4.04022
C 0.67158 2.03467 3.91535
C 0.01983 1.75141 2.72151
C -1.22451 3.51557 -0.32979
C -1.40015 4.77955 0.27714
C -1.87856 5.87962 -0.45369
C -2.18730 5.76332 -1.81512
C -1.99203 4.50959 -2.41399
C -1.51378 3.41510 -1.68099
C 2.67991 -2.51375 -2.04761
C 3.03710 -3.89817 -1.58945
C 3.71415 -1.59428 -2.26865
H 5.50400 0.21896 -2.77117
H 4.49458 1.16310 -3.88931
H 4.45046 1.50531 -2.15523
H 1.90364 0.98992 -3.54859
H -0.87839 -1.33813 -3.77653
H -0.80396 0.16873 -2.80638
H -0.06354 0.10845 -4.39742
H 0.61720 -3.84775 -1.26445
H 0.51272 -4.40945 -3.61645
H -1.07885 -4.62327 -2.80486
H -0.80880 -3.21750 -3.89336
H -1.61622 -1.84076 -1.68010
H -1.36897 -3.13963 -0.47071
H 0.65202 -1.89853 0.30073
H 1.14455 -2.82154 3.46823
H 1.07427 -3.34195 1.79104
H 1.57448 -1.66491 2.20056
H -0.70609 -2.27210 4.59220
H -4.41639 -1.77724 4.72472
H -3.04422 -2.56642 5.54449
H -3.22398 -0.80521 5.60563
H -4.28006 -0.96875 2.54397
H -4.22963 -0.42039 0.26016
H -2.65753 0.04133 -0.43466
H -3.33373 -1.60321 -0.68336
H 0.07256 -0.14840 -1.30110
H 1.08787 4.40998 0.89367
H 2.26644 4.90811 3.01099
H 2.03318 3.38450 4.97609
H 0.57483 1.34931 4.76283
H -0.61182 0.87482 2.64291
H -1.13840 4.96692 1.31318
H -1.99953 6.87300 0.03110
H -2.55645 6.62975 -2.38596
H -2.20055 4.41130 -3.48434
H -1.31956 2.48504 -2.19380
H 4.12545 -4.03187 -1.64310
H 2.73968 -4.08499 -0.54697
H 2.57213 -4.66787 -2.22177
H 4.75130 -1.89177 -2.06463

---

Record 3
C37H40OP2Pd | the ωB97M-V functional and the def2-TZVPD basis

## Properties
LUMO (alpha / beta)	0.27 / -1.41	eV
energy relative to the best compared isomer or geometry (same formula, charge and spin)	4.706	eV
HOMO-LUMO gap (alpha / beta)	0.192 / 0.130	Ha
multiplicity	3
expectation value of S²	2.008
E_HOMO (alpha / beta)	-0.1820 / -0.1820	Eh
charge	0

Atoms and positions in Å:
Pd 1.49874 -1.01058 -2.59653
C -2.32264 0.14930 0.42208
C -2.16728 -0.20145 -0.86201
C -2.62032 0.55114 -2.07364
C -1.61986 1.56334 -2.71861
C -0.78464 2.33421 -1.77844
C -1.12944 2.72764 -0.56049
C -2.49241 2.70755 0.07857
C -2.96076 1.43864 0.83939
C 3.36560 -0.99813 -1.96608
H -2.16828 -0.57121 1.23729
H -1.64809 -1.14600 -1.09413
H -3.57338 1.04737 -1.84317
H -2.77060 -0.24297 -2.82598
H -0.94976 1.02730 -3.40692
H -2.19146 2.24691 -3.36604
H 0.20303 2.59634 -2.15849
H -0.37661 3.21663 0.06622
H -3.23468 2.98700 -0.67683
H -2.49409 3.55830 0.78478
H -2.79374 1.61967 1.90918
H -4.04659 1.34965 0.66928
H 3.95359 -1.90837 -2.22391
H 3.36779 -0.76763 -0.88233
H 3.71339 -0.09677 -2.52805
P -0.30100 -1.42396 -8.70551
P 1.32311 0.22513 -9.02011
C -1.20026 -0.00053 -9.34767
C -0.21603 0.82390 -9.79532
C -0.60889 -2.70521 -9.93125
C -1.78522 -2.69331 -10.70411
C -2.11647 -3.81536 -11.46693
C -1.25397 -4.91838 -11.49518
C -0.02060 -4.86947 -10.83413
C 0.32166 -3.75512 -10.07282
C -0.92675 -1.93962 -7.12326
C -0.67861 -1.14777 -5.98013
C -1.39562 -1.39653 -4.81931
C -2.41063 -2.36398 -4.80786
C -2.57599 -3.21962 -5.90532
C -1.79753 -3.04335 -7.04757
C 2.50499 0.53126 -10.36440
C 2.41101 -0.22135 -11.55870
C 2.78094 0.37813 -12.76336
C 3.28850 1.68822 -12.76804
C 3.57567 2.33864 -11.56167
C 3.25992 1.71766 -10.35392
C 1.57736 1.52282 -7.77767
C 2.82464 1.58910 -7.12560
C 3.25150 2.80670 -6.59704
C 2.42684 3.93774 -6.68368
C 1.11546 3.81688 -7.16258
C 0.66429 2.58460 -7.63675
H -2.28172 0.09406 -9.41647
H -0.26963 1.67371 -10.47724
H -2.43549 -1.81492 -10.69510
H -3.05318 -3.82279 -12.02886
H -1.54372 -5.81407 -12.04425
H 0.67039 -5.70836 -10.89972
H 1.28640 -3.67792 -9.56744
H 0.06407 -0.34819 -6.02336
H -1.13494 -0.85848 -3.90366
H -3.06975 -2.44926 -3.94322
H -3.31680 -4.01908 -5.87509
H -1.86923 -3.73543 -7.89121
H 2.01154 -1.23790 -11.53654
H 2.66077 -0.16328 -13.70549
H 3.47321 2.20064 -13.71232
H 4.03136 3.33094 -11.55595
H 3.55054 2.17432 -9.40738
H 3.45884 0.70137 -7.08999
H 4.23749 2.87778 -6.13732
H 2.79689 4.91360 -6.36889
H 0.44574 4.68045 -7.18458
H -0.36802 2.46772 -7.97630
C 1.03411 -1.35817 0.44276
C 1.17514 -0.40492 -0.72628
O 1.19827 0.81290 -0.64692
H 1.72434 -2.19625 0.29891
H 0.00517 -1.73381 0.50216
H 1.29171 -0.83218 1.37379

---

Record 4
C37H41BN12O2SeSiTa | the ωB97M-V functional and the def2-TZVPD basis

## Properties
LUMO (alpha / beta)	-6.64 / -8.22	eV
energy relative to the best compared isomer or geometry (same formula, charge and spin)	0.000	eV
HOMO-LUMO gap (alpha / beta)	0.257 / 0.198	Ha
multiplicity	2
expectation value of S²	0.765
E_HOMO (alpha / beta)	-0.5009 / -0.5003	Eh
charge	+2

Atoms and positions in Å:
Ta -0.51148 0.01134 -0.48092
O -4.21973 -1.78776 1.15104
C -3.17919 -1.19136 1.05694
N -2.48652 -0.93987 -0.12889
C -3.11117 -1.34660 -1.27444
C -4.48802 -1.35210 -1.54607
C -4.89569 -1.79328 -2.77318
C -3.96424 -2.24063 -3.75446
C -2.61818 -2.25446 -3.51588
C -2.16827 -1.80302 -2.26699
N -0.87646 -1.72280 -1.82054
C -0.02144 -2.72594 -2.27936
O -0.34174 -3.66524 -2.96067
C 1.37187 -2.52941 -1.82215
C 2.37082 -3.40596 -2.20566
C 3.67484 -3.09260 -1.86737
C 3.90640 -1.90304 -1.18891
C 2.83734 -1.10344 -0.83125
N 1.56843 -1.42165 -1.11676
C -2.46955 -0.65104 2.23606
C -3.01299 -0.76878 3.50179
C -2.37426 -0.12360 4.54579
C -1.24264 0.62671 4.25538
C -0.76560 0.66776 2.95927
N -1.35300 0.01122 1.94974
H -5.19588 -1.00175 -0.81392
H -5.94822 -1.78744 -3.02212
H -4.33988 -2.55709 -4.71824
H -1.92102 -2.58509 -4.26715
H 2.09930 -4.28706 -2.76940
H 4.49302 -3.74466 -2.14053
H 4.90755 -1.58867 -0.93012
H 3.01581 -0.17710 -0.30770
H -3.92232 -1.34012 3.62432
H -2.75679 -0.18378 5.55535
H -0.72492 1.18450 5.02290
H 0.10783 1.25773 2.73209
C -3.22751 2.29654 0.74744
C -1.82199 2.78383 0.87277
C -1.45106 3.94350 1.54923
C -0.07629 3.97650 1.50550
N 0.35049 2.89896 0.83433
N -0.71846 2.13864 0.44772
B 1.78772 2.42356 0.55668
N 1.91719 2.06534 -0.94678
C 2.83841 2.54042 -1.79615
C 2.63645 1.95320 -3.02613
C 1.54554 1.10207 -2.85999
C 0.99516 0.19834 -3.91121
N 1.11708 1.17468 -1.58481
N 1.94503 1.09210 1.35082
C 2.71602 0.71269 2.37529
C 2.40215 -0.59137 2.71050
C 1.38558 -0.95710 1.83567
C 0.64532 -2.25025 1.78527
N 1.11861 0.07434 1.01647
N 2.84611 3.42130 0.89975
C 4.17738 3.26952 1.15041
C 4.77639 4.48811 1.00742
C 3.73339 5.36844 0.63577
C 3.81840 6.82892 0.34229
N 2.58666 4.71926 0.55675
H -3.88708 3.14847 0.58478
H -3.36834 1.59939 -0.07266
H -3.54486 1.82461 1.67978
H -2.10997 4.66740 1.99615
H 0.63004 4.70833 1.85303
H 3.54522 3.28670 -1.47234
H 3.18933 2.12149 -3.93388
H 1.13635 0.65750 -4.88843
H 1.54114 -0.74761 -3.92134
H -0.06560 -0.00278 -3.78051
H 3.42043 1.39186 2.82470
H 2.84171 -1.18840 3.49055
H 1.33871 -3.07879 1.63712
H 0.11437 -2.41730 2.72350
H -0.09331 -2.30396 0.97965
H 4.62504 2.31303 1.36490
H 5.81645 4.72300 1.15304
H 4.75233 7.24323 0.71601
H 3.77538 7.01117 -0.73185
H 2.99182 7.36456 0.80576
C -3.21275 3.92755 -3.30122
Si -1.45228 3.34817 -3.10410
C -0.46273 4.47250 -2.00470
C -0.63398 3.07825 -4.75831
Se -1.82525 1.20315 -2.19957
H -3.21929 4.94506 -3.69883
H -3.74247 3.93930 -2.34740
H -3.76795 3.29594 -3.99594
H -0.31962 5.41930 -2.53164
H 0.52428 4.08497 -1.77113
H -0.98038 4.68932 -1.07125
H -0.71264 3.99733 -5.34383
H -1.11661 2.28111 -5.32504
H 0.42586 2.84771 -4.65038

---

Record 5
C37H41BN6O15 | the ωB97M-V functional and the def2-TZVPD basis

## Properties
structure (SMILES)	CCOC(=O)N(CCCOC)B(O)O.O=[N+]([O-])c1ccccc1.O=[N+]([O-])c1ccccc1.O=[N+]([O-])c1ccccc1.O=[N+]([O-])c1ccccc1.O=[N+]([O-])c1ccccc1
LUMO	-0.95	eV
HOMO-LUMO gap	0.315	Ha
E_HOMO	-0.3501	Eh
charge	0

Atoms and positions in Å:
C 0.77058 2.28803 2.32156
C -0.56190 1.55264 1.83313
O -0.88497 1.72050 0.42433
C 0.26197 1.67578 -0.40887
O 0.74747 2.78474 -0.76330
N 0.89131 0.46425 -0.94165
C 2.20721 0.15738 -0.29741
C 3.40740 1.12367 -0.76155
C 4.86230 0.50152 -0.55019
O 5.77676 1.05596 -1.56024
C 6.97357 0.23427 -1.64313
B -0.05912 -0.70662 -0.79116
O 0.22686 -1.84112 0.09120
O -1.33616 -0.73273 -1.48724
H 1.71044 1.63925 2.17760
H 0.66978 2.40515 3.46216
H 0.91150 3.32655 1.88117
H -1.43076 2.03850 2.41623
H -0.59991 0.43662 2.13712
H 2.14659 0.05264 0.85169
H 2.50148 -0.89802 -0.66294
H 3.21658 1.48454 -1.82425
H 3.35399 2.05846 -0.09150
H 4.92155 -0.63155 -0.66605
H 5.32147 0.80857 0.46430
H 7.92820 0.86312 -1.76334
H 6.94758 -0.48202 -2.54723
H 7.12673 -0.36546 -0.66939
H 0.18104 -1.42629 0.98846
H -1.98744 -0.72762 -0.73979
O 1.97536 4.17242 3.53703
N 3.11553 3.89991 3.88834
O 3.44802 2.83314 4.38466
C 4.14839 4.92133 3.70604
C 3.79981 6.16180 3.17683
C 4.77716 7.13840 3.02669
C 6.09132 6.87186 3.39957
C 6.43562 5.62639 3.91830
C 5.46347 4.64455 4.07425
H 2.78038 6.38223 2.88269
H 4.51440 8.10862 2.62198
H 6.85129 7.63891 3.28624
H 7.46201 5.42308 4.20446
H 5.74322 3.67968 4.48226
O 4.16878 -6.17282 2.13842
N 3.58670 -7.06291 1.53507
O 3.91466 -8.24008 1.55593
C 2.42108 -6.69261 0.72949
C 2.03701 -5.35497 0.64992
C 0.94382 -5.00578 -0.13567
C 0.24200 -5.98555 -0.82918
C 0.62315 -7.32161 -0.73792
C 1.71705 -7.68075 0.04301
H 2.57577 -4.58132 1.18554
H 0.63845 -3.96715 -0.21094
H -0.60307 -5.70716 -1.44246
H 0.07040 -8.08117 -1.27823
H 2.00684 -8.72381 0.10399
O 2.30611 8.67179 2.25718
N 1.35126 9.41760 2.42812
O 1.37822 10.42718 3.11301
C 0.09028 9.07084 1.76966
C 0.01013 7.90535 1.00954
C -1.19557 7.56700 0.40560
C -2.30675 8.39069 0.55871
C -2.21715 9.55868 1.31071
C -1.01620 9.90358 1.92068
H 0.86853 7.25518 0.88264
H -1.27052 6.65863 -0.18273
H -3.24816 8.12052 0.09029
H -3.08579 10.19830 1.42414
H -0.96003 10.81424 2.50646
O -4.77856 -2.24301 0.57097
N -5.81033 -2.19362 -0.08282
O -6.93320 -2.18834 0.39758
C -5.69158 -2.14162 -1.54184
C -4.42950 -2.18344 -2.12959
C -4.32077 -2.15816 -3.51547
C -5.46602 -2.08719 -4.30281
C -6.72444 -2.03520 -3.70913
C -6.84227 -2.06279 -2.32367
H -3.52964 -2.23895 -1.52820
H -3.34256 -2.19689 -3.98263
H -5.37791 -2.07322 -5.38487
H -7.61371 -1.97688 -4.32766
H -7.82787 -2.02492 -1.87318
O -2.85512 -5.28100 -1.77789
N -2.91139 -6.46376 -2.08172
O -1.97084 -7.24099 -1.99880
C -4.18689 -6.97979 -2.58156
C -5.26920 -6.11340 -2.72422
C -6.47197 -6.60193 -3.22178
C -6.58896 -7.94484 -3.56792
C -5.50714 -8.80685 -3.41324
C -4.29945 -8.32659 -2.91905
H -5.19067 -5.06461 -2.45811
H -7.31881 -5.93483 -3.34301
H -7.52809 -8.32161 -3.96136
H -5.60501 -9.85313 -3.68191
H -3.46317 -9.00740 -2.80615

---

| no. | maximum force (hartree/bohr) |
| --- | --- |
| 1 | 0.039 |
| 2 | 0.079 |
| 3 | 0.077 |
| 4 | 0.016 |
| 5 | 0.105 |